Formula: C63H48FNO10S
Source: the Open Molecules 2025 dataset
Level of theory: ωB97M-V/def2-TZVPD

Each line ends with the Mulliken charge.
Positions of all 124 atoms, in Å:
O: -1.28827 3.44048 0.26132  -0.60
C: -1.47931 3.13283 -0.89700  0.51
C: -2.23156 1.89408 -1.24550  -0.06
C: -2.72435 1.08890 -0.22417  -0.51
C: -3.41342 -0.07461 -0.52740  -0.68
C: -3.61499 -0.44459 -1.85368  -0.52
C: -3.13424 0.36314 -2.87013  -0.64
C: -2.44206 1.52887 -2.57477  0.20
C: -1.91116 2.34756 -3.70084  0.47
O: -2.04278 1.99342 -4.85498  -0.70
C: -1.18328 3.59992 -3.35158  0.31
C: -0.69103 4.39494 -4.37761  -0.24
C: 0.03506 5.53514 -4.08397  -0.57
C: 0.26016 5.89619 -2.76127  -0.67
C: -0.25149 5.12246 -1.73189  -0.55
C: -0.97081 3.96885 -2.02115  -0.03
H: -2.54875 1.38807 0.80099  0.82
H: -3.79128 -0.69915 0.27172  0.45
H: -4.13631 -1.36162 -2.09667  0.47
H: -3.27626 0.10757 -3.90912  0.80
H: -0.86427 4.08683 -5.39951  0.44
H: 0.45296 6.12658 -4.88721  0.33
H: 0.84027 6.78126 -2.53359  0.43
H: -0.08934 5.38362 -0.69471  0.53
O: 2.45271 3.90922 -5.21249  -0.58
C: 3.36811 3.15699 -5.47026  0.42
C: 3.21857 2.09300 -6.50452  0.24
C: 2.00815 1.98162 -7.17999  -0.53
C: 1.84605 1.00785 -8.15037  -0.57
C: 2.88997 0.13842 -8.44893  -0.56
C: 4.09462 0.24019 -7.77405  -0.68
C: 4.26328 1.21695 -6.79910  0.40
C: 5.56691 1.29769 -6.07710  0.50
O: 6.46619 0.52111 -6.31337  -0.67
C: 5.71801 2.36895 -5.04856  0.33
C: 6.92531 2.47919 -4.36804  -0.65
C: 7.09139 3.46488 -3.41023  -0.46
C: 6.05280 4.34504 -3.12542  -0.57
C: 4.84783 4.23908 -3.79859  -0.55
C: 4.67636 3.25213 -4.76274  0.17
H: 1.20941 2.66623 -6.92780  0.48
H: 0.90480 0.92633 -8.67916  0.57
H: 2.76152 -0.62057 -9.20990  0.42
H: 4.91866 -0.42804 -7.98436  0.49
H: 7.71758 1.78219 -4.60536  0.48
H: 8.03167 3.54908 -2.88113  0.39
H: 6.18600 5.11364 -2.37524  0.40
H: 4.02321 4.90805 -3.59163  0.56
O: 1.52028 -5.95106 9.26910  -0.66
C: 1.75118 -4.84728 8.82533  0.60
C: 2.96688 -4.08559 9.23763  0.12
C: 3.85441 -4.67422 10.13140  -0.55
C: 4.99369 -3.99298 10.52421  -0.47
C: 5.25274 -2.72013 10.02714  -0.49
C: 4.37108 -2.12781 9.13939  -0.50
C: 3.22535 -2.80750 8.74132  0.15
C: 2.28895 -2.14317 7.78863  0.45
O: 2.49661 -1.02036 7.38107  -0.66
C: 1.08682 -2.91435 7.35878  0.18
C: 0.21067 -2.33285 6.45045  -0.68
C: -0.91175 -3.02482 6.02890  -0.57
C: -1.16311 -4.30438 6.51274  -0.54
C: -0.29429 -4.88902 7.41867  -0.65
C: 0.83361 -4.19702 7.84550  0.46
H: 3.63136 -5.66498 10.50352  0.48
H: 5.68383 -4.45272 11.21964  0.40
H: 6.14517 -2.19077 10.33483  0.40
H: 4.54874 -1.13785 8.74156  0.47
H: 0.42523 -1.33590 6.08872  0.69
H: -1.59476 -2.56744 5.32470  0.50
H: -2.04094 -4.84427 6.18233  0.39
H: -0.47070 -5.88134 7.81116  0.48
O: -0.18244 -5.99938 -7.30946  -0.66
C: -0.94194 -5.43093 -6.55542  0.53
C: -1.76345 -6.18967 -5.56588  0.16
C: -1.62890 -7.57198 -5.50530  -0.58
C: -2.37046 -8.29994 -4.59047  -0.48
C: -3.25074 -7.65174 -3.73088  -0.51
C: -3.39088 -6.27571 -3.78810  -0.50
C: -2.64904 -5.53953 -4.70505  0.14
C: -2.82320 -4.05921 -4.74936  0.57
O: -3.60455 -3.49296 -4.01343  -0.65
C: -1.99376 -3.30192 -5.72980  0.10
C: -2.12009 -1.92030 -5.78032  -0.80
C: -1.34434 -1.17696 -6.65325  -0.39
C: -0.44288 -1.82253 -7.49339  -0.13
C: -0.32020 -3.20207 -7.45991  -0.94
C: -1.09295 -3.94786 -6.57685  0.53
H: -0.93704 -8.05341 -6.18307  0.47
H: -2.26398 -9.37596 -4.54471  0.40
H: -3.82779 -8.22337 -3.01571  0.40
H: -4.07136 -5.74955 -3.13245  0.48
H: -2.82608 -1.44720 -5.11588  0.63
H: -1.43938 -0.09831 -6.66828  0.48
H: 0.16856 -1.24544 -8.17542  0.22
H: 0.37203 -3.72398 -8.10685  0.48
C: 0.25900 2.17464 5.58925  -1.26
C: -0.65824 1.63317 4.48872  -0.24
C: -1.15896 2.64939 3.43573  0.21
C: -1.26177 4.13006 3.82692  -0.93
C: -2.61071 4.54000 4.42226  -0.79
C: -3.16718 3.62125 5.51860  0.50
C: -4.68447 3.55684 5.50722  -1.16
N: -5.22774 2.79594 4.36518  -0.22
S: -5.41209 1.20597 4.43635  1.15
O: -5.98122 0.75042 3.22354  -0.57
O: -5.87155 0.83852 5.72380  -0.61
F: -3.90946 0.67063 4.37425  -0.17
H: 0.91711 1.38533 5.95856  0.27
H: 0.90001 2.98602 5.23960  0.35
H: -0.30809 2.54815 6.44566  0.26
H: -0.11617 0.84924 3.95219  0.56
H: -1.50685 1.12540 4.95635  0.11
H: -0.53648 2.57280 2.54391  0.60
H: -2.15727 2.33185 3.10570  -0.43
H: -1.11080 4.72028 2.91965  0.29
H: -0.45388 4.41242 4.50638  0.36
H: -2.54228 5.55809 4.81774  0.39
H: -3.33457 4.59793 3.59753  0.29
H: -2.76778 2.61269 5.39902  -0.38
H: -2.85044 3.95736 6.50998  0.41
H: -5.08933 3.09605 6.40771  0.46
H: -5.11790 4.55710 5.42892  0.32
H: -4.86310 3.07256 3.45982  0.27

The calculation puts the frontier orbital gap at 8.61 eV. The calculation puts the largest force on an atom at 0.36 eV/Å. As for the LUMO energy: -1.113 eV. For the HOMO energy, the calculation gives -9.728 eV. The calculation puts the molar mass at 1030.14 g mol⁻¹. As for the SMILES: O=C1c2ccccc2C(=O)c2ccccc21.O=C1c2ccccc2C(=O)c2ccccc21.O=C1c2ccccc2C(=O)c2ccccc21.O=C1c2ccccc2C(=O)c2ccccc21.CCCCCCCNS(=O)(=O)F.